Record 1
{"formula": "C30H52P2V", "method": "ωB97M-V with the def2-TZVPD basis set", "species": ["V", "C", "C", "C", "C", "C", "C", "H", "H", "H", "C", "H", "H", "H", "C", "H", "H", "H", "C", "H", "H", "H", "C", "H", "H", "H", "C", "C", "C", "C", "C", "C", "C", "C", "H", "H", "H", "H", "H", "H", "H", "H", "H", "H", "H", "H", "P", "P", "C", "C", "H", "H", "H", "H", "C", "H", "H", "H", "C", "H", "H", "H", "C", "H", "H", "H", "C", "H", "H", "H", "C", "C", "C", "C", "C", "C", "H", "H", "H", "H", "H", "H", "H", "H", "H"], "coordinates": [[1.650, 1.447, 1.702], [2.578, 3.322, 1.820], [1.153, 3.446, 1.804], [1.766, 2.160, 3.631], [2.963, 2.489, 2.914], [0.644, 2.743, 2.946], [3.529, 3.859, 0.823], [3.104, 4.712, 0.282], [3.775, 3.078, 0.093], [4.468, 4.173, 1.305], [4.333, 2.005, 3.228], [4.850, 1.630, 2.329], [4.328, 1.186, 3.960], [4.958, 2.811, 3.642], [1.728, 1.286, 4.808], [2.322, 1.726, 5.629], [2.156, 0.306, 4.582], [0.703, 1.154, 5.161], [-0.768, 2.491, 3.301], [-0.912, 2.597, 4.383], [-1.106, 1.479, 3.033], [-1.435, 3.202, 2.797], [0.379, 4.105, 0.729], [0.299, 5.191, 0.883], [-0.635, 3.700, 0.699], [0.853, 3.954, -0.252], [0.586, -0.020, -3.031], [0.308, 1.287, -3.121], [-0.703, 2.053, -2.315], [-2.123, 1.405, -2.325], [-2.482, 0.718, -1.061], [-2.083, -0.531, -0.720], [-0.646, -0.945, -0.957], [-0.300, -1.094, -2.457], [-0.806, 3.062, -2.756], [-2.231, 0.719, -3.179], [-0.348, 2.161, -1.272], [-1.235, -1.225, -3.035], [1.515, -0.410, -3.469], [0.856, 1.907, -3.852], [0.268, -2.036, -2.555], [0.022, -0.193, -0.491], [-2.596, -1.065, 0.101], [-0.429, -1.911, -0.459], [-2.864, 2.212, -2.501], [-3.151, 1.278, -0.405], [-3.472, -2.787, -1.302], [-4.643, -3.380, 1.504], [-4.926, -3.969, -1.243], [-5.052, -4.609, 0.135], [-4.765, -4.734, -2.020], [-5.828, -3.394, -1.504], [-6.074, -4.984, 0.308], [-4.349, -5.449, 0.246], [-5.241, -4.538, 2.810], [-5.272, -4.012, 3.769], [-4.540, -5.377, 2.887], [-6.240, -4.925, 2.573], [-6.217, -2.417, 1.335], [-7.071, -3.075, 1.129], [-6.126, -1.673, 0.536], [-6.389, -1.893, 2.282], [-2.207, -4.003, -1.873], [-1.222, -3.523, -1.929], [-2.497, -4.389, -2.861], [-2.162, -4.827, -1.144], [-3.949, -1.955, -2.868], [-5.030, -1.782, -2.832], [-3.685, -2.571, -3.735], [-3.449, -0.984, -2.920], [6.023, -0.518, -0.471], [5.233, 0.552, -1.232], [6.031, 1.865, -1.280], [4.956, 0.075, -2.661], [3.980, 0.732, -0.493], [2.977, 0.829, 0.213], [7.006, -0.707, -0.923], [5.447, -1.452, -0.459], [6.165, -0.212, 0.572], [7.000, 1.728, -1.785], [5.470, 2.647, -1.810], [6.224, 2.237, -0.266], [4.383, -0.861, -2.640], [4.362, 0.809, -3.218], [5.901, -0.100, -3.202]], "forces_ev_per_a": [[0.2, -5.3, -3.9], [0.1, 0.6, 0.4], [0.4, 0.9, 1.1], [0.1, 1.3, -0.1], [-0.5, 0.8, 0.6], [1.1, 1.4, 0.7], [0.5, 0.4, -0.7], [0.1, -0.1, 0.2], [0.0, 0.4, 0.2], [-0.4, 0.0, -0.1], [0.8, -0.2, 0.0], [-0.3, 0.2, 0.2], [-0.1, 0.3, -0.2], [-0.3, -0.1, -0.1], [-0.1, -0.4, 1.0], [-0.3, -0.2, -0.3], [0.0, -0.1, 0.2], [0.2, -0.1, 0.0], [-0.8, 0.1, 0.0], [0.0, 0.0, -0.2], [0.0, 0.0, 0.0], [0.2, -0.2, 0.2], [-0.4, 0.3, -0.5], [0.1, -0.2, 0.1], [0.0, 0.1, -0.2], [-0.2, 0.0, 0.3], [-0.1, 0.3, -0.7], [0.8, 0.1, -0.2], [-0.8, 0.0, -0.8], [0.2, 1.1, -0.3], [-0.6, -1.1, 0.4], [0.7, 2.0, 2.5], [-0.3, -1.1, -0.7], [0.8, -0.6, 0.5], [0.2, -0.4, 0.4], [0.2, 0.3, 0.2], [-0.1, 0.0, -0.4], [0.6, 0.2, 0.2], [-0.5, 0.4, -0.4], [0.3, -0.4, 0.7], [-0.3, 0.3, -0.1], [-0.2, -0.3, -0.2], [0.6, 1.0, -0.1], [-0.3, 0.5, -0.1], [0.4, -0.4, 0.1], [-0.6, -0.6, -0.3], [-1.1, -1.1, -0.6], [-1.0, -1.0, -0.1], [0.3, 0.0, -0.3], [0.4, 0.2, 0.2], [-0.3, 0.2, 0.1], [0.2, -0.2, 0.1], [0.4, 0.0, 0.0], [-0.2, 0.1, -0.1], [0.1, 0.1, 0.3], [0.0, -0.2, 0.0], [-0.1, 0.1, 0.1], [0.2, 0.1, 0.1], [0.2, 0.3, 0.1], [0.2, 0.1, 0.1], [-0.1, -0.1, 0.1], [-0.1, 0.0, -0.2], [0.1, 0.1, -0.1], [-0.2, -0.3, -0.1], [0.2, 0.0, 0.3], [0.0, 0.2, -0.3], [0.2, 0.0, -0.1], [0.2, 0.0, -0.1], [-0.2, 0.2, 0.0], [-0.2, -0.2, -0.2], [0.0, -0.4, 0.3], [0.4, -0.1, -0.3], [-0.1, 0.4, 0.2], [-0.2, -0.2, -0.3], [-0.8, 0.0, 0.6], [0.1, 0.4, 0.3], [-0.3, 0.1, 0.0], [0.2, 0.1, 0.0], [0.1, 0.0, -0.2], [-0.4, -0.1, 0.1], [0.1, -0.2, 0.0], [0.1, -0.1, -0.1], [0.2, 0.1, -0.1], [0.1, -0.1, 0.1], [-0.3, 0.1, 0.2]], "e_above_lowest_kj_mol": 100.1, "lumo_energy_ev": [-4.783, -4.046], "spin_multiplicity": 3, "homo_ev": [-9.307, -9.307], "energy_ha": -2800.5588, "charge": 1, "homo_lumo_gap_ha": [0.16628, 0.19333]}

---

Record 2
{"formula": "C40H35BrFKN5OS", "method": "ωB97M-V with the def2-TZVPD basis set", "species": ["K", "C", "C", "C", "C", "C", "C", "C", "C", "C", "H", "H", "H", "H", "H", "H", "H", "H", "H", "H", "H", "H", "Br", "C", "C", "C", "C", "O", "C", "C", "N", "C", "C", "C", "C", "C", "C", "C", "C", "N", "C", "C", "H", "H", "H", "H", "H", "H", "H", "H", "H", "H", "C", "N", "C", "C", "N", "C", "S", "C", "C", "C", "C", "C", "N", "H", "H", "H", "H", "H", "H", "H", "H", "H", "F", "C", "C", "C", "C", "C", "C", "H", "H", "H", "H"], "coordinates": [[0.492, -0.682, 0.351], [-0.413, 1.576, 3.846], [-1.456, 1.666, 2.783], [-1.589, 2.803, 1.998], [-2.583, 2.900, 1.035], [-2.739, 4.144, 0.206], [-3.455, 1.834, 0.861], [-3.325, 0.674, 1.613], [-4.282, -0.463, 1.415], [-2.324, 0.602, 2.567], [-0.837, 1.170, 4.762], [0.031, 2.546, 4.054], [0.369, 0.894, 3.520], [-0.908, 3.630, 2.150], [-3.723, 4.584, 0.371], [-2.654, 3.906, -0.856], [-1.988, 4.887, 0.466], [-4.250, 1.912, 0.132], [-3.998, -1.325, 2.012], [-4.310, -0.770, 0.371], [-5.288, -0.160, 1.703], [-2.215, -0.295, 3.158], [5.897, -4.145, 3.269], [4.251, -3.187, 3.037], [4.183, -1.851, 3.441], [3.021, -1.158, 3.281], [1.858, -1.731, 2.671], [0.809, -1.062, 2.528], [1.980, -3.116, 2.261], [0.898, -3.779, 1.619], [-0.136, -3.167, 1.196], [-1.283, -3.618, 0.656], [-2.255, -4.269, 1.406], [-3.519, -4.534, 0.883], [-3.853, -4.155, -0.393], [-2.892, -3.527, -1.210], [-3.142, -3.144, -2.545], [-2.126, -2.614, -3.294], [-0.865, -2.447, -2.701], [-0.612, -2.749, -1.456], [-1.588, -3.276, -0.701], [3.172, -3.817, 2.481], [5.051, -1.378, 3.877], [2.950, -0.126, 3.595], [1.000, -4.867, 1.471], [-2.022, -4.544, 2.425], [-4.250, -5.040, 1.502], [-4.834, -4.358, -0.803], [-4.134, -3.282, -2.961], [-2.283, -2.309, -4.318], [-0.038, -2.043, -3.265], [3.240, -4.858, 2.184], [4.564, 0.994, -3.630], [3.196, 1.374, -3.795], [2.814, 2.628, -4.199], [1.473, 2.683, -4.091], [1.069, 1.464, -3.564], [2.146, 0.619, -3.378], [2.874, 0.290, -0.893], [-0.265, 1.186, -3.349], [-1.203, 1.526, -4.340], [-2.539, 1.316, -4.089], [-2.914, 0.783, -2.859], [-1.914, 0.455, -1.962], [-0.626, 0.641, -2.189], [5.133, 1.166, -4.549], [4.579, -0.058, -3.359], [5.008, 1.567, -2.811], [3.525, 3.352, -4.547], [0.782, 3.482, -4.268], [-0.865, 1.933, -5.282], [-3.287, 1.564, -4.829], [-3.952, 0.630, -2.613], [-2.163, 0.040, -0.994], [3.603, 4.294, 3.315], [3.391, 3.351, 2.340], [2.382, 3.548, 1.413], [2.183, 2.602, 0.428], [2.996, 1.461, 0.354], [4.003, 1.299, 1.318], [4.201, 2.228, 2.312], [1.779, 4.445, 1.448], [1.401, 2.746, -0.308], [4.611, 0.408, 1.260], [4.980, 2.103, 3.052]], "forces_ev_per_a": [[-0.7, 0.6, -1.9], [0.2, 0.0, 0.0], [0.0, 0.1, 0.1], [0.0, 0.0, 0.0], [-0.1, 0.1, -0.1], [0.0, -0.1, 0.0], [0.1, 0.0, 0.1], [-0.1, 0.0, 0.0], [0.0, 0.0, 0.0], [0.0, 0.0, 0.0], [0.0, 0.0, 0.1], [0.0, 0.1, 0.0], [0.1, -0.1, 0.0], [0.1, 0.1, 0.0], [0.0, 0.1, 0.0], [0.0, 0.1, 0.0], [0.0, 0.0, -0.1], [-0.1, 0.0, -0.2], [0.0, -0.1, 0.0], [-0.1, -0.1, -0.1], [-0.1, 0.0, 0.0], [0.0, -0.1, 0.1], [-0.1, 0.1, 0.0], [0.2, -0.5, 0.0], [0.0, 0.0, 0.0], [0.0, 0.1, 0.1], [0.4, -0.5, 0.4], [-0.1, 0.2, 1.7], [0.3, 0.5, 0.3], [-0.5, -0.4, -0.2], [0.5, 0.3, 0.1], [-0.7, -0.6, 0.2], [0.6, 0.1, 0.0], [-0.5, 0.0, -0.5], [-0.2, -0.2, 0.2], [0.4, 0.1, 0.1], [0.2, 0.1, -0.1], [-0.4, -0.1, 0.0], [0.2, -0.1, 0.0], [0.5, 0.3, -0.1], [-0.8, -0.3, 0.0], [0.2, 0.1, 0.0], [0.1, 0.0, 0.0], [0.0, 0.0, 0.0], [0.0, 0.1, 0.0], [0.0, 0.0, 0.1], [0.0, 0.0, 0.0], [-0.1, 0.0, 0.0], [0.0, 0.0, 0.0], [0.0, 0.0, -0.1], [0.1, 0.2, -0.1], [0.0, 0.0, 0.0], [0.5, -0.2, 0.1], [-0.7, 0.0, -0.2], [-0.4, 0.4, -0.2], [0.3, 0.6, 0.0], [1.2, 0.2, -0.4], [-0.3, -1.1, -0.4], [0.2, -0.3, -0.3], [-1.1, -0.3, 0.1], [0.4, 0.0, 0.1], [-0.2, -0.1, 0.4], [0.0, 0.1, -0.2], [-0.4, 0.1, 0.0], [0.6, 0.2, -0.2], [-0.1, 0.0, 0.0], [0.1, 0.0, 0.0], [0.0, -0.1, 0.0], [0.0, 0.2, 0.0], [0.0, 0.2, 0.0], [0.1, 0.0, 0.0], [0.0, 0.0, -0.1], [-0.1, -0.1, 0.1], [-0.1, -0.1, 0.1], [-0.1, -0.1, -0.1], [-0.1, 0.1, 0.0], [0.3, 0.3, 0.5], [0.1, -0.3, 0.0], [0.4, 0.0, 0.2], [-0.1, 0.1, 0.1], [0.0, 0.5, 0.2], [0.0, 0.1, 0.1], [0.0, 0.0, -0.1], [0.1, 0.0, 0.0], [0.0, 0.0, 0.1]], "e_above_lowest_kj_mol": 174.6, "lumo_energy_ev": 2.060, "spin_multiplicity": 1, "homo_ev": -3.309, "energy_ha": -5566.3579, "charge": -1, "homo_lumo_gap_ha": 0.19731}

---

Record 3
{"formula": "C3H3Br2N", "method": "ωB97M-V with the def2-TZVPD basis set", "species": ["C", "C", "C", "N", "Br", "Br", "H", "H", "H"], "coordinates": [[-0.675, 0.847, 0.355], [-1.863, -1.279, 0.295], [1.443, 0.573, -0.818], [0.393, 0.918, -0.230], [-0.514, -2.450, -0.118], [3.007, 0.309, 0.275], [-1.366, 1.517, 0.601], [-2.017, -1.179, 1.448], [1.592, 0.744, -1.807]], "forces_ev_per_a": [[2.1, -4.0, -1.8], [-0.9, 2.0, 1.2], [1.2, -0.1, 3.1], [-1.8, -0.3, 0.8], [0.8, -0.5, 0.2], [-0.4, 0.1, -0.5], [-2.2, 3.1, 1.3], [0.8, -0.5, -1.5], [0.4, 0.0, -2.8]], "e_above_lowest_kj_mol": 590.4, "lumo_energy_ev": [-0.414, -0.414], "spin_multiplicity": 1, "homo_ev": [-7.884, -7.884], "energy_ha": -5318.6516, "charge": 0, "homo_lumo_gap_ha": [0.27450, 0.27455]}

---

Record 4
{"formula": "C23H21BrIrN3O4SbSe4", "method": "ωB97M-V with the def2-TZVPD basis set", "species": ["Ir", "O", "C", "C", "C", "C", "C", "C", "C", "O", "N", "N", "C", "C", "C", "C", "C", "C", "N", "H", "H", "H", "H", "H", "H", "H", "H", "H", "H", "Se", "Sb", "Se", "Se", "Se", "C", "C", "C", "C", "C", "C", "C", "C", "C", "C", "O", "O", "H", "H", "H", "H", "H", "H", "H", "H", "H", "H", "H", "Br"], "coordinates": [[0.748, 2.187, -0.447], [-3.683, 2.254, 2.686], [-2.696, 2.249, 3.601], [-3.057, 2.278, 4.944], [-2.090, 2.270, 5.935], [-0.743, 2.231, 5.594], [-0.374, 2.200, 4.263], [-1.331, 2.209, 3.246], [-0.885, 2.190, 1.853], [0.403, 2.206, 1.603], [-1.784, 2.170, 0.897], [-1.210, 2.178, -0.316], [-1.870, 2.107, -1.469], [-1.098, 2.122, -2.633], [-1.663, 2.124, -3.933], [-0.856, 2.204, -5.029], [0.546, 2.243, -4.856], [1.050, 2.193, -3.578], [0.286, 2.147, -2.488], [-3.243, 2.242, 1.791], [-4.111, 2.310, 5.191], [-2.391, 2.297, 6.975], [0.017, 2.236, 6.365], [0.671, 2.156, 3.982], [-2.952, 2.054, -1.482], [-2.740, 2.071, -4.021], [-1.282, 2.220, -6.025], [1.213, 2.305, -5.703], [2.120, 2.208, -3.409], [6.346, 4.201, -1.523], [5.711, 2.635, 0.258], [3.027, 1.913, -0.065], [3.338, 2.269, 2.093], [6.976, 0.590, -0.105], [-0.739, -6.507, -1.122], [-0.245, -5.106, -0.857], [1.027, -4.711, -1.244], [1.487, -3.415, -1.021], [2.870, -3.003, -1.441], [0.634, -2.502, -0.400], [-0.648, -2.877, 0.010], [-1.549, -1.888, 0.699], [-1.067, -4.181, -0.224], [1.086, -1.063, -0.221], [2.065, -0.858, 0.507], [0.379, -0.215, -0.851], [0.081, -7.159, -1.423], [-1.482, -6.508, -1.923], [-1.211, -6.927, -0.231], [1.686, -5.425, -1.729], [3.414, -3.836, -1.889], [3.432, -2.634, -0.583], [2.826, -2.184, -2.162], [-1.062, -1.481, 1.588], [-2.489, -2.353, 0.997], [-1.760, -1.045, 0.040], [-2.063, -4.481, 0.091], [0.932, 4.892, -0.806]], "forces_ev_per_a": [[-1.5, 0.0, -0.3], [0.0, 0.0, -0.1], [0.1, -0.1, -0.1], [0.0, 0.0, 0.1], [0.0, 0.0, -0.1], [0.1, 0.0, 0.1], [-0.1, -0.1, -0.1], [0.0, 0.0, 0.4], [1.0, 0.1, -0.9], [-0.5, -0.2, 0.2], [-0.6, 0.0, 0.5], [-0.7, 0.0, -1.5], [-0.3, 0.1, 0.6], [0.2, 0.0, -0.3], [0.1, 0.0, 0.1], [0.1, -0.1, 0.0], [-0.1, 0.0, -0.1], [0.2, 0.2, 0.0], [0.0, -0.1, 0.6], [0.0, 0.0, 0.0], [0.0, 0.0, 0.0], [0.0, 0.0, 0.0], [0.0, 0.0, 0.0], [0.0, 0.0, -0.1], [0.0, 0.0, 0.0], [0.0, 0.0, 0.0], [0.0, 0.0, 0.0], [0.1, 0.0, 0.0], [0.0, 0.0, 0.1], [0.2, -0.2, 0.0], [0.7, 1.7, 0.9], [-0.2, -0.3, -1.7], [0.7, 0.2, 0.8], [0.9, -1.2, -0.3], [0.0, 0.1, 0.0], [0.0, -0.1, 0.0], [0.0, 0.0, 0.0], [-0.1, 0.0, 0.1], [0.0, 0.0, 0.0], [-0.1, 0.2, -0.3], [0.0, -0.1, 0.0], [0.0, 0.0, -0.1], [0.0, 0.0, 0.0], [0.5, -0.1, 0.6], [-0.3, 0.1, -0.2], [0.1, 1.5, 0.4], [0.0, 0.0, 0.0], [0.0, -0.1, 0.0], [0.0, -0.1, 0.0], [0.0, 0.0, 0.0], [0.0, 0.0, -0.1], [0.0, 0.0, 0.0], [0.0, 0.0, 0.0], [0.0, 0.0, 0.0], [0.0, 0.0, 0.0], [0.0, 0.0, 0.0], [0.0, 0.0, 0.0], [-0.1, -1.7, 0.5]], "e_above_lowest_kj_mol": 195.3, "lumo_energy_ev": [4.101, 2.473], "spin_multiplicity": 6, "homo_ev": [-0.389, -2.270], "energy_ha": -13878.6893, "charge": -2, "homo_lumo_gap_ha": [0.16501, 0.17428]}

---

Record 5
{"formula": "H22NO14", "method": "ωB97M-V with the def2-TZVPD basis set", "species": ["N", "O", "O", "O", "O", "H", "H", "O", "H", "H", "O", "H", "H", "O", "H", "H", "O", "H", "H", "O", "H", "H", "O", "H", "H", "O", "H", "H", "O", "H", "H", "O", "H", "H", "O", "H", "H"], "coordinates": [[0.233, 0.210, 0.489], [0.363, 1.400, 0.572], [1.142, -0.546, 0.720], [-0.841, -0.344, 0.137], [-0.961, 2.844, 2.388], [-1.095, 2.422, 1.540], [-0.286, 2.316, 2.815], [3.613, -2.156, 0.728], [2.914, -1.527, 0.550], [4.266, -1.988, 0.048], [-2.550, 1.948, -0.015], [-1.837, 1.337, 0.172], [-3.319, 1.553, 0.396], [-1.741, -0.387, 3.026], [-1.379, -0.277, 2.146], [-2.515, -0.936, 2.899], [0.656, -3.636, 0.539], [1.283, -4.097, 1.096], [0.883, -2.711, 0.637], [2.327, -0.327, -2.527], [2.512, -1.115, -3.039], [1.519, -0.531, -2.057], [1.501, 3.848, -1.014], [0.975, 3.161, -0.606], [1.836, 3.449, -1.817], [-1.400, 1.884, -2.537], [-0.765, 1.234, -2.839], [-1.786, 1.496, -1.752], [-0.577, -0.825, -2.702], [-1.080, -1.635, -2.787], [-0.757, -0.523, -1.812], [-2.045, -2.851, -2.099], [-2.693, -3.556, -2.131], [-1.958, -2.648, -1.168], [1.146, 1.557, 3.389], [0.756, 0.849, 3.900], [1.662, 1.112, 2.716]], "forces_ev_per_a": [[-0.6, -2.6, -0.9], [0.1, 1.9, 0.1], [1.6, -0.3, 0.6], [-0.6, 1.1, 0.3], [-1.0, 1.2, -0.2], [-0.6, 0.0, -0.7], [1.3, -0.8, 0.9], [0.0, -0.2, 0.3], [0.0, 0.2, -0.1], [0.2, 0.0, -0.2], [0.0, 0.4, 0.3], [0.0, -0.5, -0.1], [-0.4, -0.1, 0.1], [0.3, 0.4, 0.3], [-0.1, -0.2, -0.2], [-0.2, -0.2, 0.0], [-0.5, -0.1, -0.1], [0.2, -0.1, 0.1], [0.1, 0.2, 0.0], [0.6, 0.4, 0.3], [-0.1, -0.2, -0.2], [-0.4, -0.2, -0.3], [0.1, 0.2, 0.2], [-0.2, -0.1, -0.1], [0.0, -0.1, -0.3], [0.3, 0.4, 0.0], [0.1, -0.3, -0.5], [-0.4, 0.2, 0.0], [1.0, 0.7, -0.2], [-0.3, -0.4, -0.2], [-0.3, -0.1, 0.1], [-0.3, -0.3, 0.1], [-0.1, -0.2, -0.2], [0.2, 0.0, 0.4], [-0.3, 0.2, 0.1], [-0.1, -0.4, 0.4], [0.4, -0.1, -0.3]], "e_above_lowest_kj_mol": 0.0, "lumo_energy_ev": [-1.292, -7.058], "spin_multiplicity": 2, "homo_ev": [-10.800, -10.796], "energy_ha": -1121.0355, "charge": 0, "homo_lumo_gap_ha": [0.34941, 0.13737]}